Entry 1:
{
  "formula": "C22H30InO2Si",
  "method": "ωB97M-V/def2-TZVPD",
  "elements": ["C", "C", "C", "H", "C", "C", "H", "H", "H", "H", "In", "C", "H", "H", "H", "Si", "C", "C", "H", "C", "H", "C", "H", "C", "H", "C", "H", "C", "C", "H", "C", "H", "C", "H", "C", "H", "C", "H", "H", "H", "C", "O", "C", "C", "O", "C", "H", "H", "H", "H", "H", "H", "H", "H", "H", "H"],
  "positions_angstrom": [[0.301, 2.746, 4.124], [0.713, 2.775, 2.758], [-0.460, 2.752, 1.944], [1.739, 2.838, 2.398], [-1.593, 2.697, 2.806], [-1.123, 2.697, 4.153], [-1.741, 2.675, 5.049], [0.962, 2.781, 4.990], [-0.494, 2.795, 0.854], [-2.633, 2.671, 2.489], [0.863, -0.259, 0.867], [-2.204, -2.836, -2.300], [-2.271, -1.834, -2.733], [-3.076, -3.392, -2.673], [-2.294, -2.830, -1.210], [0.216, -0.406, -1.448], [1.721, -0.551, -2.544], [2.684, 0.469, -2.663], [2.548, 1.408, -2.116], [3.809, 0.276, -3.477], [4.554, 1.069, -3.571], [3.976, -0.925, -4.177], [4.854, -1.071, -4.811], [3.007, -1.930, -4.075], [3.115, -2.859, -4.635], [1.892, -1.752, -3.254], [1.139, -2.540, -3.159], [-1.037, 0.729, -2.205], [-0.966, 1.007, -3.585], [-0.100, 0.671, -4.160], [-2.007, 1.695, -4.214], [-1.946, 1.889, -5.288], [-3.115, 2.126, -3.477], [-3.926, 2.654, -3.979], [-3.172, 1.886, -2.100], [-4.040, 2.221, -1.525], [-2.122, 1.217, -1.453], [-2.145, 1.052, -0.372], [-1.323, -3.389, -2.634], [-0.627, -1.819, -1.591], [-1.959, -0.618, 2.862], [-0.589, -0.947, 2.620], [-0.144, -2.045, 3.429], [1.323, -2.301, 3.139], [2.011, -1.127, 2.635], [2.497, -0.243, 3.672], [-2.266, 0.128, 2.126], [-2.066, -0.202, 3.875], [-2.596, -1.517, 2.783], [-0.280, -1.777, 4.489], [-0.722, -2.952, 3.198], [1.802, -2.655, 4.061], [1.425, -3.059, 2.349], [1.693, 0.035, 4.372], [3.302, -0.768, 4.209], [2.892, 0.649, 3.177]],
  "lowdin_charge": [-0.127, -0.142, -0.157, 0.086, -0.141, -0.081, 0.105, 0.093, 0.081, 0.096, 1.029, -0.098, 0.015, 0.035, 0.020, 0.558, -0.381, -0.103, 0.108, -0.071, 0.110, -0.066, 0.112, -0.069, 0.111, -0.105, 0.092, -0.351, -0.082, 0.107, -0.066, 0.113, -0.067, 0.111, -0.069, 0.110, -0.111, 0.081, 0.021, -0.004, -0.049, -0.334, -0.162, -0.146, -0.351, -0.043, 0.079, 0.109, 0.111, 0.145, 0.146, 0.146, 0.141, 0.103, 0.113, 0.087],
  "total_charge": 1,
  "relative_energy_ev": 0.000,
  "homo_lumo_gap_ha": [0.23719, 0.18056],
  "lumo_ev": [-3.994, -4.589],
  "e_tot_ev": -40436.031,
  "fmax_ev_per_a": 4.4
}

=====

Entry 2:
{
  "formula": "C22H30N4O4",
  "method": "ωB97M-V/def2-TZVPD",
  "elements": ["C", "C", "C", "C", "C", "O", "C", "C", "N", "C", "C", "C", "N", "C", "C", "N", "C", "C", "O", "C", "C", "C", "C", "C", "N", "O", "O", "C", "C", "C", "H", "H", "H", "H", "H", "H", "H", "H", "H", "H", "H", "H", "H", "H", "H", "H", "H", "H", "H", "H", "H", "H", "H", "H", "H", "H", "H", "H", "H", "H"],
  "positions_angstrom": [[-2.260, -4.724, -1.500], [-1.320, -3.837, -0.742], [-0.626, -4.321, 0.354], [0.250, -3.528, 1.077], [0.441, -2.209, 0.696], [1.248, -1.313, 1.342], [2.227, -1.801, 2.231], [3.163, -0.634, 2.585], [3.831, -0.098, 1.433], [3.301, 0.757, 0.527], [2.114, 1.453, 0.775], [1.557, 2.358, -0.121], [0.408, 3.059, 0.162], [-0.267, 2.923, 1.433], [-1.266, 1.763, 1.406], [-2.250, 2.016, 0.364], [-3.300, 1.007, 0.334], [-4.567, 1.596, -0.294], [-4.936, 2.787, 0.349], [-1.590, 2.174, -0.922], [-0.574, 3.321, -0.868], [2.253, 2.604, -1.329], [3.412, 1.942, -1.599], [3.961, 1.003, -0.710], [5.125, 0.342, -1.118], [5.594, 0.601, -2.217], [5.648, -0.495, -0.371], [-0.242, -1.717, -0.414], [-1.119, -2.508, -1.134], [-1.834, -1.949, -2.325], [-2.302, -5.712, -1.049], [-1.937, -4.830, -2.535], [-3.265, -4.304, -1.508], [-0.769, -5.348, 0.659], [0.767, -3.946, 1.927], [2.802, -2.606, 1.753], [1.766, -2.189, 3.151], [3.926, -1.003, 3.275], [2.591, 0.146, 3.090], [4.640, -0.611, 1.087], [1.595, 1.228, 1.688], [0.455, 2.804, 2.239], [-0.817, 3.854, 1.606], [-1.785, 1.703, 2.365], [-0.730, 0.814, 1.236], [-2.993, 0.097, -0.204], [-3.528, 0.735, 1.367], [-4.416, 1.775, -1.369], [-5.400, 0.898, -0.181], [-4.113, 3.269, 0.520], [-2.341, 2.395, -1.682], [-1.062, 1.249, -1.216], [-0.104, 3.427, -1.842], [-1.089, 4.255, -0.622], [1.890, 3.335, -2.032], [3.947, 2.125, -2.518], [-0.051, -0.696, -0.709], [-2.914, -1.981, -2.176], [-1.539, -0.919, -2.509], [-1.608, -2.535, -3.215]],
  "lowdin_charge": [-0.049, -0.245, -0.038, -0.017, -0.258, -0.064, -0.175, -0.145, 0.055, -0.164, 0.033, -0.210, -0.084, -0.135, -0.152, -0.178, -0.172, -0.261, -0.065, -0.150, -0.128, -0.020, 0.004, -0.106, -0.348, 0.055, 0.030, 0.031, -0.230, -0.044, 0.075, 0.082, 0.081, 0.111, 0.104, 0.136, 0.129, 0.129, 0.119, 0.108, 0.085, 0.120, 0.129, 0.128, 0.116, 0.117, 0.125, 0.106, 0.119, 0.075, 0.122, 0.112, 0.110, 0.130, 0.102, 0.119, 0.104, 0.083, 0.067, 0.085],
  "smiles": "Cc1ccc(OCCNc2cc(N3CCN(CCO)CC3)ccc2[N+](=O)[O-])cc1C",
  "relative_energy_ev": 6.050,
  "homo_lumo_gap_ha": 0.29604,
  "lumo_ev": 0.014,
  "e_tot_ev": -37448.691,
  "fmax_ev_per_a": 1.3
}

=====

Entry 3:
{
  "formula": "C22H30N4O7",
  "method": "ωB97M-V/def2-TZVPD",
  "elements": ["C", "O", "C", "O", "C", "O", "C", "C", "C", "C", "C", "C", "O", "C", "O", "C", "C", "N", "N", "C", "C", "H", "H", "H", "H", "H", "H", "H", "H", "H", "H", "H", "H", "H", "H", "C", "N", "C", "O", "C", "N", "C", "C", "O", "C", "C", "C", "H", "H", "H", "H", "H", "H", "H", "H", "H", "H", "H", "H", "H", "H", "H", "H"],
  "positions_angstrom": [[-2.294, 0.829, 4.869], [-1.704, 0.993, 3.569], [-1.278, 2.254, 3.276], [-1.350, 3.214, 4.040], [-0.630, 2.456, 1.898], [-0.883, 3.763, 1.339], [0.173, 4.306, 0.655], [0.901, 5.343, 1.241], [1.968, 5.936, 0.556], [2.301, 5.498, -0.730], [1.570, 4.469, -1.344], [1.894, 4.039, -2.758], [2.836, 2.948, -2.769], [4.154, 3.263, -2.905], [4.614, 4.396, -2.999], [5.096, 2.154, -2.957], [6.537, 2.274, -3.001], [7.098, 1.084, -3.037], [6.062, 0.195, -3.022], [4.826, 0.819, -2.970], [0.512, 3.873, -0.635], [-3.177, 1.469, 4.978], [-1.577, 1.081, 5.657], [-2.605, -0.210, 5.007], [-1.023, 1.698, 1.215], [0.444, 2.278, 2.009], [0.624, 5.683, 2.234], [2.533, 6.739, 1.021], [3.131, 5.961, -1.257], [0.973, 3.702, -3.244], [2.247, 4.899, -3.338], [7.081, 3.214, -3.001], [6.188, -0.819, -3.046], [3.843, 0.352, -2.941], [-0.070, 3.079, -1.091], [0.125, -5.596, 0.532], [0.413, -4.206, 0.171], [-0.415, -3.176, -0.055], [0.093, -2.084, -0.259], [-1.953, -3.310, -0.088], [-2.418, -4.627, -0.576], [-3.274, -4.899, -1.561], [-3.879, -3.784, -2.389], [-3.564, -6.059, -1.803], [-2.531, -2.979, 1.310], [-2.444, -1.476, 1.602], [-4.001, -3.383, 1.495], [-0.653, -5.641, 1.295], [1.028, -6.061, 0.933], [-0.185, -6.159, -0.352], [1.387, -3.948, 0.120], [-2.305, -2.538, -0.769], [-2.070, -5.444, -0.103], [-4.538, -4.222, -3.138], [-4.453, -3.121, -1.746], [-3.084, -3.234, -2.888], [-1.949, -3.510, 2.065], [-2.860, -1.267, 2.588], [-1.405, -1.146, 1.601], [-3.001, -0.911, 0.854], [-4.114, -4.464, 1.409], [-4.622, -2.892, 0.747], [-4.344, -3.092, 2.488]],
  "lowdin_charge": [-0.047, -0.058, -0.412, 0.102, -0.061, -0.044, -0.290, 0.004, -0.059, -0.031, -0.181, -0.116, 0.018, -0.425, 0.087, -0.148, -0.080, 0.035, -0.023, -0.016, 0.051, 0.099, 0.097, 0.087, 0.127, 0.148, 0.122, 0.105, 0.112, 0.129, 0.129, 0.120, 0.154, 0.134, 0.127, -0.066, 0.040, -0.454, 0.045, -0.171, 0.103, -0.554, 0.009, 0.037, -0.359, -0.067, -0.061, 0.083, 0.092, 0.087, 0.142, 0.143, 0.106, 0.088, 0.073, 0.085, 0.135, 0.067, 0.071, 0.094, 0.077, 0.080, 0.080],
  "smiles": "COC(=O)COc1cccc(COC(=O)c2cn[nH]c2)c1.CNC(=O)[C@@H](NC(C)=O)C(C)C",
  "relative_energy_ev": 3.131,
  "homo_lumo_gap_ha": 0.34739,
  "lumo_ev": 0.354,
  "e_tot_ev": -43593.418,
  "fmax_ev_per_a": 2.7
}

=====

Entry 4:
{
  "formula": "C22H30N5O5S4SeTl",
  "method": "ωB97M-V/def2-TZVPD",
  "elements": ["Tl", "O", "C", "N", "C", "C", "C", "C", "C", "C", "N", "C", "C", "C", "C", "C", "N", "H", "H", "H", "H", "H", "H", "H", "H", "H", "H", "C", "C", "S", "C", "C", "S", "C", "C", "S", "H", "H", "H", "H", "H", "H", "H", "H", "H", "H", "H", "H", "C", "N", "C", "C", "N", "C", "S", "H", "H", "H", "H", "H", "H", "H", "H", "O", "Se", "O", "O", "O"],
  "positions_angstrom": [[-0.114, 0.693, 0.130], [-2.429, 1.305, 3.683], [-1.852, 0.837, 2.707], [-1.613, 1.444, 1.541], [-1.816, 2.875, 1.463], [-0.509, 3.622, 1.269], [-0.430, 4.993, 1.447], [0.789, 5.620, 1.251], [1.893, 4.864, 0.890], [1.732, 3.502, 0.724], [0.554, 2.905, 0.915], [-1.363, -0.598, 2.772], [-1.745, -1.406, 3.834], [-1.273, -2.705, 3.877], [-0.424, -3.152, 2.872], [-0.081, -2.276, 1.860], [-0.552, -1.033, 1.816], [-2.476, 3.125, 0.626], [-2.292, 3.218, 2.383], [-1.312, 5.551, 1.733], [0.875, 6.692, 1.375], [2.857, 5.315, 0.709], [2.547, 2.869, 0.403], [-2.396, -0.990, 4.587], [-1.557, -3.364, 4.687], [-0.026, -4.157, 2.875], [0.590, -2.563, 1.058], [-3.939, 0.611, -0.944], [-4.219, -0.880, -1.013], [-3.158, -1.820, 0.106], [-2.688, -3.213, -0.940], [-1.996, -2.867, -2.258], [-0.651, -1.654, -2.123], [-1.072, -0.467, -3.418], [-2.205, 0.543, -3.185], [-2.349, 1.272, -1.535], [-4.005, 0.969, 0.086], [-4.708, 1.137, -1.515], [-4.085, -1.248, -2.029], [-5.263, -1.049, -0.745], [-3.567, -3.825, -1.149], [-2.026, -3.812, -0.312], [-2.713, -2.495, -2.989], [-1.579, -3.786, -2.672], [-0.139, 0.061, -3.608], [-1.299, -1.033, -4.324], [-3.180, 0.117, -3.424], [-2.031, 1.382, -3.860], [4.933, -1.771, 1.921], [4.388, -1.598, 0.598], [4.813, -2.435, -0.517], [3.993, -1.862, -1.676], [2.905, -1.187, -0.973], [3.255, -0.939, 0.300], [2.409, 0.057, 1.363], [6.022, -1.767, 1.864], [4.604, -2.715, 2.366], [4.606, -0.949, 2.552], [4.578, -3.487, -0.318], [5.888, -2.344, -0.673], [3.610, -2.629, -2.346], [4.574, -1.142, -2.258], [2.390, -0.437, -1.446], [-0.170, 2.788, -2.262], [1.285, 2.118, -2.554], [2.546, 2.982, -2.054], [1.233, 0.725, -1.500], [1.436, 1.459, -4.021]],
  "lowdin_charge": [0.775, 0.047, -0.486, -0.072, -0.158, -0.238, -0.008, -0.043, -0.032, -0.127, 0.041, -0.207, 0.018, -0.036, -0.041, -0.154, -0.008, 0.111, 0.127, 0.120, 0.110, 0.113, 0.085, 0.123, 0.113, 0.109, 0.111, -0.499, -0.509, 0.882, -0.531, -0.513, 0.859, -0.498, -0.449, 0.897, 0.069, 0.083, 0.058, 0.080, 0.079, 0.066, 0.068, 0.074, 0.023, 0.089, 0.074, 0.086, -0.055, -0.162, -0.114, -0.113, 0.036, -0.748, 0.747, 0.091, 0.094, 0.055, 0.124, 0.123, 0.118, 0.129, 0.062, -0.525, 0.783, -0.446, -0.624, -0.456],
  "relative_energy_ev": 0.457,
  "homo_lumo_gap_ha": 0.30934,
  "lumo_ev": -0.205,
  "e_tot_ev": -154367.944,
  "fmax_ev_per_a": 0.5
}